C14H17EuN3Se | ωB97M-V with the def2-TZVPD basis set

Output
Energy, eV: -103928.9884
⟨S²⟩: 15.79
Spin multiplicity: 8
Highest occupied orbital energy (alpha / beta), eV: -4.9 / -6.0

Last column: Mulliken charge in e.
Atoms and positions in Å:
1 C -0.46159 0.92499 3.55496  -0.922
2 C -0.23221 -0.70047 3.60148  -0.454
3 H 0.54867 0.71876 3.86924  0.258
4 H -1.28437 1.26785 4.29782  0.230
5 H -0.42180 1.65262 2.69137  0.305
6 H 0.18944 -1.38808 2.77795  0.524
7 H 0.83499 -1.93191 5.04118  0.256
8 H -1.31646 -0.75630 3.70241  0.286
9 C 0.78710 2.71556 -1.09460  -0.083
10 C 0.95495 3.51213 -2.23621  -0.618
11 C 1.14794 2.91057 -3.48942  -0.506
12 C 1.17692 1.50968 -3.55332  -0.411
13 H 0.67579 3.11707 -0.07327  0.329
14 H 0.90375 4.58909 -2.10593  0.346
15 H 1.23107 3.54085 -4.38514  0.386
16 H 1.36462 0.99459 -4.49358  0.248
17 N 0.74501 1.37083 -1.17884  -0.365
18 C 0.99396 0.74820 -2.37727  0.474
19 C 0.83982 -0.71051 -2.37248  0.385
20 N 0.63211 -1.24590 -1.12906  -0.495
21 C 0.40133 -2.56715 -0.98672  0.121
22 C 0.49902 -2.87584 -3.39646  -0.469
23 C 0.31448 -3.41358 -2.10787  -0.680
24 H 0.33857 -2.91226 0.05398  0.278
25 H 0.03903 -4.46041 -1.94372  0.339
26 C 0.83285 -1.51848 -3.52977  -0.517
27 H 1.01260 -1.06033 -4.50582  0.232
28 H 0.42130 -3.53632 -4.27347  0.382
29 Eu -0.77179 0.09480 0.35354  1.064
30 C -3.31265 0.04879 0.33638  -1.243
31 H -3.71490 -0.97072 0.15376  0.221
32 H -3.43388 0.68035 -0.57112  0.283
33 H -3.82612 0.51699 1.20034  0.233
34 Se 0.85827 0.45208 7.34345  -0.171
35 C 0.57769 -0.30673 5.95011  0.008
36 N 0.45451 -1.01083 4.87611  -0.253



C14H17F3NO4S2 | ωB97M-V with the def2-TZVPD basis set

Output
Energy, eV: -54294.8127
Charge: -1
Highest occupied orbital energy, eV: -3.3

Last column: Mulliken charge in e.
Atoms and positions in Å:
1 C 3.20026 -0.88741 1.04501  -1.910
2 C 3.16450 0.47558 0.37776  1.685
3 C 4.66570 1.15782 0.17716  0.526
4 C 4.81054 2.61892 0.26681  -1.123
5 O 5.56092 0.35479 -0.01695  -0.594
6 C 2.17892 1.44039 1.10347  0.471
7 C 1.70268 0.97988 2.48426  -1.450
8 O 1.82666 2.51706 0.64509  -0.579
9 H 2.16951 -1.25374 1.09700  0.406
10 H 3.80861 -1.58876 0.48048  0.439
11 H 3.60535 -0.78329 2.05412  0.376
12 H 3.84746 3.12484 0.28654  0.312
13 H 5.39026 2.89529 1.15879  0.279
14 H 5.33889 2.95476 -0.62754  0.311
15 H 2.48707 0.47466 3.09269  0.342
16 H 1.33819 1.86936 3.02553  0.389
17 H 0.84414 0.29173 2.34734  0.265
18 C -1.87202 0.62458 0.47116  -0.720
19 N -2.00984 -0.12120 -0.72197  -0.265
20 S 2.91787 0.46460 -1.34960  -0.319
21 C 1.44562 1.44028 -2.14631  0.726
22 F 2.07057 2.48849 -2.75668  -0.244
23 F 0.87837 0.65419 -3.11012  -0.209
24 F 0.47953 1.87227 -1.35103  -0.162
25 S -1.43990 -1.63009 -0.75260  1.229
26 C -3.12642 -2.20348 -1.04347  0.268
27 C -3.79229 -3.03593 -0.13357  -0.565
28 C -5.11974 -2.72962 0.18027  -0.374
29 C -5.79872 -1.68078 -0.47777  -0.359
30 C -5.13885 -0.91424 -1.45009  -0.562
31 C -3.80431 -1.17213 -1.73069  -0.383
32 O -0.68615 -1.82393 -1.96848  -0.715
33 O -0.88483 -2.11947 0.48104  -0.717
34 H -1.27627 1.49178 0.15339  0.103
35 H -2.84685 0.93378 0.85305  0.277
36 H -1.29095 0.09515 1.24136  0.160
37 H -3.24982 -3.84900 0.35619  0.350
38 H -5.62725 -3.28096 0.97433  0.330
39 H -6.83877 -1.46280 -0.23181  0.333
40 H -5.62441 -0.08177 -1.96726  0.330
41 H -3.30421 -0.60157 -2.51687  0.345



- Which of these has the highest energy?
  C14H17F3NO4S2



Copy entry 1 word for word.
C14H17EuN3Se | ωB97M-V with the def2-TZVPD basis set

Output
Energy, eV: -103928.9884
⟨S²⟩: 15.79
Spin multiplicity: 8
Highest occupied orbital energy (alpha / beta), eV: -4.9 / -6.0

Last column: Mulliken charge in e.
Atoms and positions in Å:
1 C -0.46159 0.92499 3.55496  -0.922
2 C -0.23221 -0.70047 3.60148  -0.454
3 H 0.54867 0.71876 3.86924  0.258
4 H -1.28437 1.26785 4.29782  0.230
5 H -0.42180 1.65262 2.69137  0.305
6 H 0.18944 -1.38808 2.77795  0.524
7 H 0.83499 -1.93191 5.04118  0.256
8 H -1.31646 -0.75630 3.70241  0.286
9 C 0.78710 2.71556 -1.09460  -0.083
10 C 0.95495 3.51213 -2.23621  -0.618
11 C 1.14794 2.91057 -3.48942  -0.506
12 C 1.17692 1.50968 -3.55332  -0.411
13 H 0.67579 3.11707 -0.07327  0.329
14 H 0.90375 4.58909 -2.10593  0.346
15 H 1.23107 3.54085 -4.38514  0.386
16 H 1.36462 0.99459 -4.49358  0.248
17 N 0.74501 1.37083 -1.17884  -0.365
18 C 0.99396 0.74820 -2.37727  0.474
19 C 0.83982 -0.71051 -2.37248  0.385
20 N 0.63211 -1.24590 -1.12906  -0.495
21 C 0.40133 -2.56715 -0.98672  0.121
22 C 0.49902 -2.87584 -3.39646  -0.469
23 C 0.31448 -3.41358 -2.10787  -0.680
24 H 0.33857 -2.91226 0.05398  0.278
25 H 0.03903 -4.46041 -1.94372  0.339
26 C 0.83285 -1.51848 -3.52977  -0.517
27 H 1.01260 -1.06033 -4.50582  0.232
28 H 0.42130 -3.53632 -4.27347  0.382
29 Eu -0.77179 0.09480 0.35354  1.064
30 C -3.31265 0.04879 0.33638  -1.243
31 H -3.71490 -0.97072 0.15376  0.221
32 H -3.43388 0.68035 -0.57112  0.283
33 H -3.82612 0.51699 1.20034  0.233
34 Se 0.85827 0.45208 7.34345  -0.171
35 C 0.57769 -0.30673 5.95011  0.008
36 N 0.45451 -1.01083 4.87611  -0.253



- Which of these has the highest energy?
  C14H17F3NO4S2